No. 1
C38H51N7ORe | ωB97M-V/def2-TZVPD

Geometry as XYZ:
```
98
Properties=species:S:1:pos:R:3:mulliken_charge:R:1
Re 0.5288 0.2852 0.4691 1.859
C 1.2859 2.6190 2.4043 -1.738
N 1.2189 2.4524 0.9267 0.109
C 2.5320 2.7612 0.3197 -1.607
C 3.5751 1.7287 0.6522 0.706
C 4.9302 2.0297 0.6573 -1.098
C 5.8310 1.0112 0.9178 -0.669
C 5.3503 -0.2663 1.1762 -0.637
C 3.9840 -0.4683 1.1581 -0.454
N 3.1117 0.5073 0.8962 0.520
C 0.2538 3.4188 0.3519 -1.795
C -1.1373 3.1954 0.8809 0.788
C -2.0212 4.2463 1.0732 -1.087
C -3.2854 3.9669 1.5653 -0.580
C -3.6121 2.6531 1.8642 -1.137
C -2.6613 1.6713 1.6523 -0.327
N -1.4459 1.9296 1.1601 0.739
C 1.1331 1.3588 3.2217 1.155
C 1.3769 1.4291 4.5868 -1.000
C 1.2759 0.2867 5.3562 -0.690
C 0.9426 -0.9093 4.7362 -1.143
C 0.7005 -0.8994 3.3802 0.017
N 0.7751 0.2102 2.6254 0.205
H 0.5119 3.3220 2.7220 0.693
H 2.2416 3.0788 2.6744 0.716
H 2.8698 3.7535 0.6421 0.654
H 2.3940 2.8066 -0.7644 0.558
H 5.2688 3.0380 0.4638 0.553
H 6.8933 1.2100 0.9249 0.460
H 6.0222 -1.0837 1.3906 0.509
H 3.5555 -1.4430 1.3636 0.070
H 0.2743 3.2924 -0.7333 0.488
H 0.5700 4.4458 0.5713 0.588
H -1.7211 5.2599 0.8447 0.565
H -3.9988 4.7630 1.7258 0.484
H -4.5801 2.3913 2.2643 0.530
H -2.8776 0.6379 1.8836 0.316
H 1.6514 2.3755 5.0321 0.572
H 1.4647 0.3249 6.4198 0.454
H 0.8619 -1.8314 5.2914 0.531
H 0.4269 -1.7983 2.8499 0.197
C -2.6182 -1.2775 -0.4954 -1.805
C -1.6723 -2.2401 0.2217 2.509
C -1.9896 -2.2575 1.7125 -1.663
C -1.9149 -3.6413 -0.3520 -1.948
C -0.2223 -1.7469 -0.0792 -1.047
H -3.6553 -1.5350 -0.2807 0.588
H -2.4840 -1.3236 -1.5781 0.500
H -2.4545 -0.2502 -0.1705 -0.224
H -3.0352 -2.5210 1.8735 0.547
H -1.8020 -1.2884 2.1750 0.107
H -1.3938 -3.0049 2.2421 0.264
H -2.9714 -3.9008 -0.2824 0.484
H -1.3664 -4.4099 0.1937 0.392
H -1.6312 -3.6933 -1.4044 0.418
H -0.1047 -1.8212 -1.1693 0.766
C 1.8626 -4.9536 2.7207 -1.578
C 2.1905 -4.7642 1.2335 1.830
C 3.6629 -4.3871 1.0390 -1.610
C 1.8281 -6.0159 0.4218 -1.716
C 1.3424 -3.6555 0.7437 0.290
N 0.6703 -2.7979 0.3902 -0.143
H 2.5047 -5.7422 3.1097 0.455
H 0.8255 -5.2532 2.8664 0.391
H 2.0579 -4.0458 3.2919 0.301
H 4.2665 -5.2479 1.3230 0.464
H 3.9482 -3.5513 1.6779 0.380
H 3.8870 -4.1418 0.0020 0.420
H 2.4304 -6.8459 0.7880 0.437
H 2.0415 -5.8793 -0.6373 0.412
H 0.7770 -6.2747 0.5405 0.382
C -3.4295 3.1049 -2.3623 -0.723
C -2.5156 3.0196 -3.5755 -0.917
N -2.7140 1.8132 -4.3660 0.218
C -3.9621 1.7025 -5.1310 -0.835
C -4.9145 0.6712 -4.5520 -1.064
C -1.7926 0.8503 -4.5738 0.400
O -1.9197 -0.0283 -5.4082 -0.630
C -0.5161 0.8303 -3.7654 -0.052
C 0.6855 0.6647 -4.4419 -0.632
C 1.8431 0.4892 -3.7046 -1.262
C 1.7615 0.4285 -2.3267 -0.229
N 0.5981 0.5431 -1.6614 0.112
C -0.5138 0.7612 -2.3853 0.218
H -3.2181 4.0113 -1.7941 0.384
H -3.3057 2.2439 -1.7036 0.023
H -4.4763 3.1397 -2.6609 0.443
H -1.4669 3.0821 -3.2837 0.399
H -2.6971 3.8771 -4.2300 0.443
H -3.7069 1.4456 -6.1598 0.444
H -4.4158 2.6946 -5.1373 0.419
H -4.4595 -0.3178 -4.5646 0.305
H -5.8239 0.6305 -5.1493 0.405
H -5.1958 0.9189 -3.5278 0.258
H 0.6924 0.6614 -5.5229 0.604
H 2.8028 0.3696 -4.1860 0.478
H 2.6404 0.2529 -1.7192 0.511
H -1.4313 0.8477 -1.8226 0.600
```

Properties
Total charge   +2
Multiplicity   4
Orbital gap (spin up / spin down)   7.467 / 6.566 eV
Energy relative to the best compared isomer or geometry (same formula, charge and spin)   17.6 kcal per mole
LUMO (spin up / spin down)   -4.49 / -4.98 eV

---

No. 2
C38H53AlClN6O4Te | ωB97M-V/def2-TZVPD

Geometry as XYZ:
```
104
Properties=species:S:1:pos:R:3:mulliken_charge:R:1
Al 2.0392 -0.8767 0.9106 -1.013
C 1.9255 -4.9527 -0.7091 -0.244
O 2.9805 -4.1085 -1.2446 -0.515
C 3.0946 -2.8872 -0.8209 0.619
O 2.1971 -2.3282 -0.1164 0.924
N 4.2151 -2.2802 -1.1569 -0.004
N 4.4067 -0.9086 -0.8599 -0.495
H 1.9609 -5.8492 -1.3168 0.314
H 0.9623 -4.4573 -0.8041 -0.145
H 2.1508 -5.1842 0.3298 0.318
H 4.8563 -2.7671 -1.7667 0.278
H 5.2400 -0.6125 -1.3563 0.335
H 4.6105 -0.8347 0.1519 0.285
C 4.8207 0.1323 3.7767 -1.382
C 3.5536 -0.1752 3.0294 0.718
O 2.4795 -0.0431 3.8214 -0.626
N 3.5272 -0.5237 1.8009 -0.088
Te 0.6526 -1.1731 3.2419 0.751
C -0.9580 -2.5548 3.6815 -0.315
C -1.0091 -3.7561 2.9814 1.207
C 0.0508 -4.2320 2.0284 -1.271
C -2.1367 -4.5508 3.1706 -0.711
C -3.1396 -4.2008 4.0632 0.526
C -4.3396 -5.0760 4.2656 -1.609
C -2.9907 -3.0291 4.8029 -0.945
C -1.8972 -2.1887 4.6546 0.864
C -1.7931 -0.9665 5.5179 -1.238
C -0.4924 0.5536 2.8640 0.936
C -1.3118 0.5330 1.7260 0.735
C -1.5083 -0.6724 0.8477 -1.229
C -1.9718 1.7086 1.3885 -0.827
C -1.8404 2.8722 2.1376 0.520
C -2.5313 4.1390 1.7309 -1.876
C -1.0493 2.8315 3.2791 -0.825
C -0.3662 1.6848 3.6766 0.647
C 0.4437 1.7582 4.9397 -1.868
H 4.6455 0.8423 4.5802 0.358
H 5.5748 0.5071 3.0899 0.353
H 5.1876 -0.7941 4.2231 0.300
H 1.0114 -3.7335 2.1689 0.205
H -0.2658 -4.0728 0.9948 -0.138
H 0.2211 -5.2991 2.1672 0.598
H -2.2147 -5.4820 2.6211 0.424
H -4.2924 -5.9693 3.6468 0.371
H -5.2541 -4.5358 4.0183 0.356
H -4.4182 -5.3864 5.3080 0.388
H -3.7440 -2.7698 5.5378 0.494
H -2.4318 -1.0762 6.3919 0.527
H -2.1104 -0.0701 4.9835 0.183
H -0.7765 -0.8078 5.8822 0.174
H -0.5848 -0.9972 0.3469 -0.085
H -2.2110 -0.4423 0.0488 0.350
H -1.8981 -1.5286 1.3975 0.364
H -2.6046 1.7140 0.5089 0.379
H -3.2746 3.9570 0.9574 0.389
H -1.8077 4.8583 1.3429 0.347
H -3.0269 4.6037 2.5826 0.455
H -0.9641 3.7183 3.8968 0.541
H -0.0839 2.3656 5.6738 0.541
H 1.4129 2.2218 4.7540 0.345
H 0.6440 0.7859 5.3864 0.167
C -0.9284 4.8194 -3.2405 -1.630
C -0.3205 3.9427 -4.3422 1.321
C 0.7930 4.7323 -5.0454 -1.623
C -1.4175 3.6533 -5.3714 -1.823
C 0.2320 2.6163 -3.7288 2.129
O -0.7045 2.0644 -2.8065 -0.419
C 0.6320 1.5669 -4.7925 -1.463
C -0.4218 0.5468 -5.2323 -1.303
C -0.7087 -0.4975 -4.1831 0.018
C -1.9705 -0.6680 -3.6277 -0.483
C -2.2112 -1.6329 -2.6597 -1.028
C -1.1702 -2.4482 -2.2507 0.758
Cl -1.4608 -3.6799 -1.0551 -0.259
C 0.0921 -2.3224 -2.8070 -0.640
C 0.3115 -1.3500 -3.7678 -0.588
C 1.4851 2.9268 -2.8720 -2.585
N 1.4747 2.1589 -1.6290 1.214
C 1.6479 0.8744 -1.4238 -0.178
N 1.4603 0.6103 -0.1213 0.458
C 1.1557 1.8439 0.4134 -1.365
N 1.1516 2.7872 -0.4740 -0.865
H -1.1424 5.8063 -3.6509 0.496
H -0.2693 4.9560 -2.3824 0.316
H -1.8671 4.4104 -2.8658 0.312
H 0.3497 5.5739 -5.5774 0.489
H 1.3340 4.1392 -5.7832 0.310
H 1.5167 5.1524 -4.3459 0.387
H -1.8844 4.5926 -5.6676 0.540
H -2.2177 3.0217 -4.9756 0.320
H -1.0264 3.1860 -6.2755 0.325
H -1.5833 2.0994 -3.1986 0.470
H 1.4913 0.9928 -4.4304 0.758
H 1.0037 2.0971 -5.6715 0.473
H -0.0201 0.0383 -6.1136 0.389
H -1.3438 1.0226 -5.5635 0.492
H -2.7926 -0.0476 -3.9654 0.501
H -3.1996 -1.7667 -2.2424 0.514
H 0.8775 -3.0116 -2.5274 0.692
H 1.2881 -1.2819 -4.2362 0.573
H 1.5291 3.9604 -2.5440 0.573
H 2.4020 2.7057 -3.4155 0.231
H 1.9038 0.1603 -2.1853 0.911
H 0.9633 2.0150 1.4586 1.145
```

Properties
Total charge   +2
Multiplicity   2
Orbital gap (spin up / spin down)   8.677 / 6.412 eV
Energy relative to the best compared isomer or geometry (same formula, charge and spin)   24.3 kcal per mole
LUMO (spin up / spin down)   -4.58 / -7.17 eV

---

> Which value of total charge does entry 2 give?

+2